1.
The following is a DFT calculation (wB97M-V/def2-TZVPD) of a cluster of 11 separate species, C44H66O33 in total in a non-equilibrium geometry.

HOMO   -9.8208 eV
Multiplicity   1
LUMO energy   -0.067 eV
Calculated total energy   -114261.4599 eV
ΔE to the lowest compared entry with this formula, charge and spin   9.1466 eV

Geometry (Å):
C1 3.093 -0.442 -7.150
C2 3.878 -0.231 -5.880
C3 3.174 0.868 -5.058
O1 2.621 0.185 -3.966
C4 3.029 -1.177 -3.909
O2 2.776 -2.018 -3.030
O3 3.804 -1.370 -5.028
H1 3.346 0.293 -7.915
H2 2.011 -0.409 -7.026
H3 3.473 -1.327 -7.662
H4 4.901 0.140 -5.943
H5 2.383 1.276 -5.687
H6 3.757 1.682 -4.627
C5 -0.055 2.455 8.368
C6 -1.105 2.723 7.283
C7 -0.786 3.664 6.091
O4 -1.380 2.966 5.038
C8 -1.766 1.713 5.417
O5 -2.242 0.893 4.593
O6 -1.313 1.508 6.692
H7 0.940 2.380 7.929
H8 -0.333 1.800 9.193
H9 -0.036 3.346 8.995
H10 -2.037 3.036 7.753
H11 0.275 3.877 5.963
H12 -1.295 4.589 6.364
C9 -6.622 -3.474 3.272
C10 -5.834 -3.346 1.861
C11 -4.813 -2.324 2.015
O7 -3.543 -2.933 1.778
C12 -3.663 -4.174 1.399
O8 -2.761 -4.936 1.064
O9 -5.015 -4.520 1.608
H13 -7.455 -4.173 3.345
H14 -6.999 -2.562 3.734
H15 -5.967 -3.827 4.069
H16 -6.434 -3.005 1.018
H17 -4.896 -1.823 2.979
H18 -5.019 -1.537 1.289
C13 -4.319 1.991 2.294
C14 -5.071 3.278 2.757
C15 -5.470 3.308 4.206
O10 -4.916 4.488 4.714
C16 -4.247 5.080 3.821
O11 -3.744 6.224 3.976
O12 -4.222 4.389 2.705
H19 -4.937 1.133 2.560
H20 -3.347 2.012 2.788
H21 -4.071 1.881 1.239
H22 -5.825 3.563 2.023
H23 -4.906 2.603 4.817
H24 -6.559 3.266 4.213
C17 -4.501 -0.394 -2.168
C18 -5.830 0.219 -1.723
C19 -6.764 -0.951 -1.418
O13 -7.552 -0.464 -0.433
C20 -6.881 0.623 0.177
O14 -7.338 1.208 1.099
O15 -5.722 0.845 -0.527
H25 -4.538 -1.158 -2.944
H26 -4.139 -1.001 -1.338
H27 -3.748 0.237 -2.642
H28 -6.297 0.843 -2.486
H29 -6.180 -1.817 -1.107
H30 -7.246 -1.169 -2.371
C21 -1.266 0.085 1.146
C22 0.208 -0.091 0.530
C23 0.201 -0.713 -0.842
O16 0.878 0.247 -1.641
C24 1.022 1.369 -0.985
O17 1.392 2.458 -1.512
O18 0.589 1.167 0.219
H31 -1.390 -0.847 1.698
H32 -2.015 0.199 0.362
H33 -1.514 0.951 1.760
H34 0.853 -0.524 1.295
H35 -0.764 -1.006 -1.253
H36 0.823 -1.590 -0.665
C25 5.803 -1.514 4.074
C26 5.151 -1.872 2.718
C27 3.766 -2.513 2.824
O19 3.168 -1.821 1.747
C28 3.790 -0.776 1.357
O20 3.276 0.061 0.699
O21 5.021 -0.723 1.857
H37 5.341 -2.098 4.869
H38 5.780 -0.470 4.387
H39 6.827 -1.873 4.174
H40 5.719 -2.693 2.283
H41 3.291 -2.075 3.702
H42 3.703 -3.595 2.713
C29 1.812 -6.508 2.869
C30 2.120 -6.299 1.368
C31 1.684 -7.313 0.424
O22 1.015 -6.589 -0.574
C32 0.857 -5.298 -0.179
O23 0.170 -4.505 -0.763
O24 1.522 -5.071 0.878
H43 1.850 -7.540 3.218
H44 0.773 -6.199 2.989
H45 2.332 -5.927 3.629
H46 3.207 -6.277 1.295
H47 1.056 -8.116 0.810
H48 2.640 -7.743 0.125
C33 3.638 5.613 -2.674
C34 2.866 4.580 -3.528
C35 1.416 4.850 -3.718
O25 1.317 4.777 -5.130
C36 2.481 5.088 -5.642
O26 2.614 5.387 -6.784
O27 3.441 4.906 -4.784
H49 4.724 5.524 -2.702
H50 3.473 5.338 -1.632
H51 3.367 6.618 -2.996
H52 3.042 3.575 -3.144
H53 0.875 5.728 -3.364
H54 0.777 4.114 -3.229
C37 -2.364 -2.997 -4.477
C38 -1.206 -2.043 -4.131
C39 -0.461 -1.575 -5.406
O28 -0.408 -0.095 -5.399
C40 -1.056 0.308 -4.418
O29 -1.424 1.460 -4.212
O30 -1.664 -0.727 -3.780
H55 -2.960 -3.001 -3.564
H56 -1.945 -3.989 -4.648
H57 -2.881 -2.570 -5.337
H58 -0.587 -2.546 -3.388
H59 -1.018 -2.037 -6.221
H60 0.562 -1.948 -5.455
C41 6.586 2.456 0.265
C42 5.918 1.543 -0.819
C43 4.910 2.411 -1.567
O31 5.712 3.114 -2.494
C44 6.809 2.322 -2.777
O32 7.680 2.589 -3.595
O33 6.917 1.403 -1.832
H61 7.031 3.398 -0.054
H62 7.447 1.870 0.586
H63 5.959 2.751 1.107
H64 5.566 0.636 -0.328
H65 4.330 3.018 -0.872
H66 4.101 1.771 -1.920



2.
The following is a DFT calculation (wB97M-V/def2-TZVPD) of a cluster of 12 separate species, C44H66O34 in total in a non-equilibrium geometry.

HOMO   -1.7471 eV
Multiplicity   1
LUMO energy   2.211 eV
Total charge   -2
Calculated total energy   -116311.9896 eV
ΔE to the lowest compared entry with this formula, charge and spin   8.8456 eV

Geometry (Å):
C1 0.040 -0.924 -0.880
C2 -0.357 0.433 -0.398
O1 -1.574 0.580 -0.271
O2 0.543 1.301 -0.411
H1 0.668 -0.937 -1.770
H2 -0.813 -1.585 -1.034
H3 0.680 -1.297 -0.081
C3 3.631 -5.645 -4.942
C4 2.592 -6.572 -5.438
O3 2.259 -7.668 -4.870
O4 1.964 -6.375 -6.523
H4 3.226 -4.872 -4.290
H5 4.345 -5.166 -5.612
H6 4.233 -6.153 -4.188
C5 6.948 3.938 -2.812
C6 7.179 2.456 -2.759
C7 5.930 1.603 -2.526
O5 6.177 0.472 -3.381
C8 7.120 0.741 -4.284
O6 7.667 -0.074 -5.052
O7 7.604 1.983 -4.054
H7 6.110 4.159 -3.473
H8 7.804 4.509 -3.171
H9 6.717 4.350 -1.829
H10 7.967 2.117 -2.087
H11 5.000 2.095 -2.808
H12 5.765 1.315 -1.488
C9 0.475 8.371 2.318
C10 1.766 8.722 1.539
C11 1.868 8.154 0.108
O8 2.201 9.330 -0.602
C12 2.150 10.410 0.103
O9 2.502 11.520 -0.294
O10 1.901 10.095 1.378
H13 -0.374 8.695 1.716
H14 0.430 8.801 3.319
H15 0.424 7.285 2.394
H16 2.695 8.363 1.981
H17 0.883 7.739 -0.107
H18 2.615 7.363 0.047
C13 -6.937 -2.416 -3.876
C14 -5.613 -2.928 -3.419
C15 -5.806 -3.746 -2.116
O11 -5.101 -4.923 -2.388
C16 -4.791 -5.019 -3.609
O12 -4.305 -6.057 -4.170
O13 -5.059 -3.866 -4.252
H19 -7.454 -1.857 -3.096
H20 -7.700 -3.173 -4.055
H21 -6.815 -1.767 -4.743
H22 -4.950 -2.082 -3.240
H23 -6.860 -3.964 -1.943
H24 -5.353 -3.154 -1.320
C17 5.722 3.717 5.031
C18 4.336 3.103 4.961
C19 4.100 1.992 5.976
O14 2.845 2.343 6.477
C20 2.623 3.614 6.267
O15 1.635 4.220 6.699
O16 3.608 4.136 5.606
H25 6.041 3.764 6.072
H26 5.770 4.775 4.774
H27 6.495 3.131 4.533
H28 3.938 2.961 3.956
H29 4.800 2.056 6.810
H30 3.942 1.018 5.514
C21 -6.379 5.596 3.778
C22 -6.006 4.217 3.151
C23 -5.808 3.073 4.135
O17 -6.663 2.081 3.693
C24 -7.344 2.478 2.670
O18 -8.111 1.726 2.082
O19 -7.092 3.735 2.414
H31 -5.733 5.978 4.568
H32 -7.371 5.559 4.230
H33 -6.359 6.321 2.964
H34 -5.071 4.296 2.596
H35 -6.172 3.296 5.138
H36 -4.817 2.623 4.192
C25 6.828 -4.941 3.769
C26 7.866 -4.451 2.692
C27 7.334 -3.463 1.751
O20 8.291 -2.451 1.635
C28 9.261 -2.708 2.633
O21 10.285 -2.110 2.912
O22 8.872 -3.777 3.353
H37 7.318 -5.662 4.423
H38 5.999 -5.502 3.339
H39 6.580 -4.123 4.445
H40 8.259 -5.239 2.048
H41 6.366 -3.110 2.106
H42 7.115 -3.844 0.753
C29 1.296 0.791 -7.418
C30 1.156 -0.564 -8.134
C31 -0.205 -1.007 -8.503
O23 -0.234 -1.312 -9.836
C32 0.873 -0.910 -10.430
O24 1.229 -0.966 -11.576
O25 1.694 -0.497 -9.489
H43 1.063 0.757 -6.354
H44 0.743 1.534 -7.993
H45 2.353 1.055 -7.391
H46 1.608 -1.431 -7.651
H47 -1.038 -0.376 -8.194
H48 -0.367 -1.900 -7.900
C33 -3.762 -3.372 5.376
C34 -4.692 -3.643 6.501
C35 -6.181 -3.716 6.212
O26 -6.672 -4.847 6.944
C36 -5.659 -5.523 7.338
O27 -5.757 -6.449 8.101
O28 -4.482 -4.927 6.986
H49 -2.739 -3.228 5.725
H50 -4.103 -2.501 4.816
H51 -3.801 -4.172 4.636
H52 -4.549 -2.909 7.295
H53 -6.294 -3.818 5.133
H54 -6.551 -2.777 6.624
C37 -6.028 5.380 -4.682
C38 -5.427 5.756 -3.329
C39 -3.936 6.192 -3.305
O29 -4.055 7.497 -2.853
C40 -5.344 7.783 -2.507
O30 -5.720 8.796 -1.946
O31 -6.141 6.819 -2.923
H55 -5.614 4.381 -4.819
H56 -5.675 5.900 -5.573
H57 -7.100 5.202 -4.600
H58 -5.554 4.928 -2.630
H59 -3.498 6.125 -4.301
H60 -3.373 5.589 -2.592
C41 0.644 -8.133 1.282
C42 0.012 -8.644 2.605
C43 -1.494 -9.049 2.537
O32 -1.489 -10.375 3.118
C44 -0.241 -10.815 3.159
O33 0.169 -11.856 3.687
O34 0.607 -9.873 2.843
H61 0.260 -8.754 0.472
H62 1.627 -8.569 1.105
H63 0.587 -7.079 1.012
H64 0.325 -7.986 3.416
H65 -1.784 -9.146 1.491
H66 -2.203 -8.470 3.129



- Look up the ΔE to the lowest compared entry with this formula, charge and spin of the second one.
  8.8456 eV



- The lowest ΔE to the lowest compared entry with this formula, charge and spin belongs to which entry?
  C44H66O34



- HOMO of number 1 (C44H66O33)?
  -9.8208 eV



- What is the calculated total energy in the second record?
  -116311.9896 eV